<P>
DFT (ωB97M-V/def2-TZVPD) results for C6H7N3O in the gas phase.

Geometry as XYZ:
```
17
Properties=species:S:1:pos:R:3:lowdin_charge:R:1
N -2.48 -0.54 -0.78 0.099
C -2.42 0.81 -0.34 -0.706
O -3.25 1.58 -0.49 0.128
N -1.19 1.13 0.19 0.104
C 0.07 0.44 0.17 -0.350
C 0.46 -0.45 -0.76 -0.056
C 1.67 -1.05 -0.61 -0.092
C 2.49 -0.66 0.39 -0.166
C 2.05 0.29 1.24 -0.154
N 0.81 0.90 1.18 0.109
H -3.49 -0.69 -0.93 0.099
H -1.93 -1.18 0.03 0.189
H -1.13 2.22 0.65 0.247
H -0.33 -0.59 -1.29 0.038
H 2.28 -1.76 -1.49 0.188
H 3.60 -1.10 0.62 0.157
H 2.77 0.66 2.22 0.165
```

- E_HOMO: -0.338 Eh
- E_LUMO: 0.600 eV
- SMILES string: NC(=O)Nc1ccccn1

<Q>
DFT (ωB97M-V/def2-TZVPD) results for C6H7N3O in the gas phase.

Geometry as XYZ:
```
17
Properties=species:S:1:pos:R:3:lowdin_charge:R:1
C 0.72 -2.68 1.85 0.006
C 0.22 -1.33 1.38 -0.481
O -0.50 -0.63 2.14 0.013
N 0.64 -0.79 0.17 0.105
C 0.12 0.33 -0.49 -0.382
N -1.20 0.37 -0.56 0.160
C -1.71 1.44 -1.10 -0.062
C -0.86 2.50 -1.58 0.009
C 0.49 2.29 -1.46 -0.140
N 0.98 1.22 -0.93 0.146
H 1.94 -2.63 1.76 0.160
H 0.40 -3.01 2.74 0.042
H 0.30 -3.37 1.31 0.012
H 1.18 -1.68 -0.28 0.206
H -2.71 1.60 -1.20 0.077
H -1.11 3.21 -2.11 0.010
H 1.11 3.17 -1.64 0.118
```

- E_HOMO: -0.347 Eh
- E_LUMO: 0.546 eV
- SMILES string: CC(=O)Nc1ncccn1

<R>
DFT (ωB97M-V/def2-TZVPD) results for C6H7N3O in the gas phase.

Geometry as XYZ:
```
17
Properties=species:S:1:pos:R:3:lowdin_charge:R:1
N 2.50 1.11 0.43 0.146
C 2.60 -0.10 -0.12 -0.656
O 3.56 -0.67 -0.44 0.104
N 1.35 -0.85 -0.01 0.113
C 0.06 -0.43 -0.01 -0.361
C -0.96 -1.40 0.14 0.024
C -2.33 -0.89 0.03 -0.053
C -2.49 0.44 -0.13 -0.121
C -1.45 1.25 -0.24 -0.168
N -0.21 0.85 -0.09 0.127
H 1.74 1.71 0.33 0.032
H 3.41 1.82 0.08 0.216
H 1.57 -1.83 0.49 0.208
H -0.90 -2.49 0.23 0.107
H -3.08 -1.60 -0.07 0.074
H -3.64 0.96 -0.21 0.177
H -1.71 2.12 -0.43 0.031
```

- E_HOMO: -0.320 Eh
- E_LUMO: 0.755 eV
- SMILES string: NC(=O)Nc1ccccn1

Calculated relative energies: <P> 61.3; <Q> 46.4; <R> 0.0, given in kJ/mol

<P>
DFT (ωB97M-V/def2-TZVPD) results for 2 unconnected molecules or ions with the total composition CH6NO.

Geometry as XYZ:
```
9
Properties=species:S:1:pos:R:3:lowdin_charge:R:1
C 0.20 0.78 -0.55 0.136
N 0.82 -0.13 -1.18 0.211
H 0.56 1.13 0.41 0.120
H -0.60 1.33 -1.01 0.132
H 0.57 -0.41 -2.12 0.164
H 1.57 -0.66 -0.76 0.163
H -1.15 -1.45 1.83 0.073
H -1.00 0.05 2.04 0.063
O -0.96 -0.63 1.35 -0.063
```

- E_HOMO: -0.594 Eh
- E_LUMO: -5.352 eV
- Charge: +1

<Q>
DFT (ωB97M-V/def2-TZVPD) results for 2 unconnected molecules or ions with the total composition CH6NO.

Geometry as XYZ:
```
9
Properties=species:S:1:pos:R:3:lowdin_charge:R:1
O -1.50 -0.12 -1.17 -0.040
H -0.52 -0.19 0.08 0.130
H -2.47 -0.23 -1.30 0.109
H -1.10 -0.04 -2.06 0.099
C 1.47 0.26 0.59 0.130
N 0.24 0.03 0.92 0.117
H 1.90 -0.29 -0.33 0.162
H 2.04 0.77 1.36 0.107
H -0.06 -0.19 1.92 0.184
```

- E_HOMO: -0.628 Eh
- E_LUMO: -5.757 eV
- Charge: +1

Calculated relative energies: <P> 0.0; <Q> 67.9, given in kJ/mol

<P>
DFT (ωB97M-V/def2-TZVPD) results for 2 unconnected molecules or ions with the total composition CH6NO.

Geometry as XYZ:
```
9
Properties=species:S:1:pos:R:3:lowdin_charge:R:1
C 0.85 -0.41 -0.06 0.165
N 1.69 -0.10 -0.95 0.207
H 1.06 -0.23 0.99 0.135
H -0.06 -0.94 -0.34 0.120
H 1.54 -0.31 -1.94 0.166
H 2.62 0.27 -0.75 0.165
H -2.73 0.05 0.27 0.047
H -2.44 0.63 1.69 0.054
O -2.05 0.39 0.84 -0.059
```

- E_HOMO: -0.567 Eh
- E_LUMO: -5.578 eV
- Charge: +1

<Q>
DFT (ωB97M-V/def2-TZVPD) results for 2 unconnected molecules or ions with the total composition CH6NO.

Geometry as XYZ:
```
9
Properties=species:S:1:pos:R:3:lowdin_charge:R:1
O 0.69 -0.12 -2.02 -0.061
H 0.68 -0.03 0.29 0.130
H 1.61 0.16 -2.03 0.050
H 0.55 -0.39 -2.93 0.060
C -1.05 -0.23 1.31 0.188
N 0.08 0.29 1.05 0.199
H -1.10 -1.32 1.28 0.139
H -1.82 0.39 1.74 0.129
H 0.35 1.24 1.31 0.166
```

- E_HOMO: -0.584 Eh
- E_LUMO: -6.030 eV
- Charge: +1

Calculated relative energies: <P> 0.0; <Q> 35.3, given in kJ/mol

<P>
DFT (ωB97M-V/def2-TZVPD) results for 2 unconnected molecules or ions with the total composition CH6NO.

Geometry as XYZ:
```
9
Properties=species:S:1:pos:R:3:lowdin_charge:R:1
C -1.16 0.01 -0.81 0.160
N -0.94 -0.11 0.43 0.194
H -0.41 0.50 -1.43 0.126
H -2.05 -0.39 -1.28 0.130
H -1.48 -0.84 0.89 0.161
H -0.14 0.27 0.94 0.124
H 2.03 -0.45 -0.10 0.067
H 2.42 0.81 0.81 0.080
O 1.73 0.19 0.55 -0.042
```

- E_HOMO: -0.610 Eh
- E_LUMO: -5.581 eV
- Charge: +1

<Q>
DFT (ωB97M-V/def2-TZVPD) results for 2 unconnected molecules or ions with the total composition CH6NO.

Geometry as XYZ:
```
9
Properties=species:S:1:pos:R:3:lowdin_charge:R:1
N -0.73 -1.08 -1.06 0.296
H 0.13 -0.99 -1.60 0.156
H -1.41 -1.62 -1.58 0.162
H -1.09 -0.12 -0.93 0.141
H -0.53 -1.43 -0.12 0.142
O 0.45 0.49 0.59 -0.054
C 0.91 1.33 1.33 -0.043
H 1.97 1.28 1.64 0.102
H 0.31 2.15 1.74 0.099
```

- E_HOMO: -0.545 Eh
- E_LUMO: -3.923 eV
- Charge: +1

Calculated relative energies: <P> 18.6; <Q> 0.0, given in kJ/mol